C26H22CuN4O4 | ωB97M-V/def2-TZVPD

XYZ file:
```
57
C26H22CuN4O4 (ωB97M-V/def2-TZVPD)
Cu 0.4681 -0.9665 0.1108
O 1.3237 0.7691 -0.8745
C 0.5471 1.3357 -1.7316
C 0.4744 2.7480 -1.8785
C -0.4474 3.3400 -2.7215
C -1.3460 2.5735 -3.4642
C -1.2587 1.1866 -3.3800
C -0.3293 0.5717 -2.5580
C -0.1637 -0.8941 -2.5081
N -1.1177 -1.6901 -2.2317
N -0.8149 -3.0490 -2.2708
C -0.0716 -3.5021 -1.3018
O 0.4747 -2.8845 -0.3227
C 0.1624 -4.9923 -1.3437
C -0.4153 -5.8012 -2.3201
C -0.1755 -7.1663 -2.3365
C 0.6447 -7.7472 -1.3755
C 1.2214 -6.9474 -0.3995
C 0.9808 -5.5794 -0.3853
H 1.1572 3.3463 -1.2843
H -0.4678 4.4234 -2.8085
H -2.0653 3.0426 -4.1244
H -1.9179 0.5587 -3.9704
H 0.8358 -1.2895 -2.7148
H -1.0521 -5.3329 -3.0582
H -0.6321 -7.7833 -3.1020
H 0.8309 -8.8147 -1.3889
H 1.8625 -7.3900 0.3542
H 1.4195 -4.9373 0.3665
O -2.5035 5.1727 0.9805
C -2.7638 4.2407 -0.0659
C -2.2537 2.8779 0.2992
C -2.7946 1.7533 -0.2952
C -2.1965 0.5231 -0.0616
N -1.1424 0.3763 0.7337
C -0.6281 1.4557 1.3242
C -1.1568 2.7220 1.1355
C 0.6021 1.2184 2.1329
C 1.1269 2.1775 2.9934
C 2.2913 1.9115 3.6909
C 2.8945 2.9390 4.6145
O 1.9286 3.6851 5.3409
C 2.8967 0.6764 3.5103
C 2.3014 -0.2288 2.6484
N 1.1802 0.0223 1.9818
H -2.4555 6.0496 0.5946
H -2.2500 4.5358 -0.9869
H -3.8365 4.1888 -0.2778
H -3.6314 1.8244 -0.9782
H -2.5447 -0.3758 -0.5568
H -0.7165 3.6011 1.5814
H 0.6396 3.1328 3.1302
H 3.4563 3.6734 4.0343
H 3.5999 2.4465 5.2926
H 1.2897 3.0654 5.7078
H 3.8067 0.4167 4.0367
H 2.7322 -1.2096 2.4824
```

Output
Kohn-Sham gap ... 0.2261 Eh
ΔE to the lowest compared entry with this formula, charge and spin ... 0.0 kJ/mol
Charge ... -1
LUMO ... 2.342 eV
Highest occupied orbital energy ... -0.1400 Ha



C23H47N4O4 | ωB97M-V/def2-TZVPD

XYZ file:
```
78
C23H47N4O4 (ωB97M-V/def2-TZVPD)
C -8.1366 -0.1233 0.8375
C -8.2802 1.1141 -0.0450
C -7.1030 2.0873 0.0417
C -5.7565 1.4780 -0.3484
C -5.6622 1.1794 -1.8507
C -4.2607 1.3536 -2.4177
N -3.3809 0.2373 -2.0435
C -3.5811 -1.0706 -1.9148
N -2.4956 -1.7438 -1.5601
C -1.5398 -0.8030 -1.4600
N -0.2806 -1.0124 -1.1220
O 0.0764 -2.3008 -0.7855
C 1.5185 -2.4626 -0.7140
C 1.9617 -2.6531 0.7186
C 1.5374 -1.5067 1.6288
N -2.0520 0.4195 -1.7479
H -8.0235 0.1550 1.8860
H -9.0344 -0.7372 0.7547
H -7.2987 -0.7573 0.5372
H -9.1751 1.6560 0.2682
H -8.4593 0.8185 -1.0842
H -7.3018 2.9431 -0.6116
H -7.0361 2.4824 1.0584
H -4.9504 2.1540 -0.0432
H -5.6055 0.5585 0.2231
H -6.3209 1.8427 -2.4144
H -6.0101 0.1627 -2.0471
H -3.8040 2.2447 -1.9832
H -4.2569 1.4626 -3.5028
H -4.5464 -1.5171 -2.0909
H 0.4088 -0.2803 -1.0476
H 2.0110 -1.5927 -1.1606
H 1.7488 -3.3266 -1.3353
H 3.0544 -2.7286 0.7069
H 1.5827 -3.6009 1.1039
H 1.9183 -0.5448 1.2720
H 1.9337 -1.6589 2.6317
H 0.4511 -1.4545 1.7206
H -1.6208 1.3288 -1.7781
C 7.3870 -2.6135 -0.4986
C 7.1768 -1.1458 -0.1326
C 5.8129 -1.1952 0.5415
O 5.7143 -2.4770 1.1648
C 6.7773 -3.3202 0.7040
H 8.4318 -2.8776 -0.6518
H 6.8363 -2.8603 -1.4092
H 7.9373 -0.8239 0.5816
H 7.2116 -0.4728 -0.9871
H 5.0068 -1.0939 -0.1992
H 5.6788 -0.4250 1.3028
H 7.5107 -3.4369 1.5076
H 6.3650 -4.3019 0.4686
C -4.7292 0.9391 4.7617
C -5.3211 -0.0870 5.7261
C -6.8106 0.0532 5.4435
O -6.9208 0.4127 4.0607
C -5.6411 0.7774 3.5520
H -3.6807 0.7617 4.5249
H -4.8219 1.9451 5.1749
H -4.9774 -1.0909 5.4688
H -5.0741 0.1012 6.7693
H -7.2581 0.8443 6.0523
H -7.3692 -0.8679 5.6077
H -5.2778 -0.0183 2.8882
H -5.7439 1.6942 2.9671
C 9.5324 2.3454 -4.1981
C 8.3081 3.1039 -3.6893
C 7.4554 1.9687 -3.1373
O 8.3669 0.9754 -2.6678
C 9.6889 1.2693 -3.1326
H 10.4206 2.9669 -4.2979
H 9.3210 1.8923 -5.1686
H 8.5937 3.7882 -2.8882
H 7.7959 3.6762 -4.4613
H 6.8222 1.5338 -3.9190
H 6.8173 2.2781 -2.3070
H 10.2907 1.6276 -2.2915
H 10.1362 0.3502 -3.5113
```

Output
Kohn-Sham gap ... 0.3099 Eh
Charge ... +1
LUMO ... -2.672 eV
Highest occupied orbital energy ... -0.4081 Ha



C2H6ClN2P | ωB97M-V/def2-TZVPD

XYZ file:
```
12
C2H6ClN2P (ωB97M-V/def2-TZVPD)
C -0.1966 -0.9559 -0.0082
C 1.2185 -0.3626 -0.0105
N -0.7098 1.2835 -0.4257
N -1.0868 0.1872 0.3100
P 0.9214 1.5410 0.1244
Cl -2.7359 -0.1353 0.0440
H -0.3852 -1.4473 -1.0897
H -0.3525 -1.5181 0.9570
H 1.8068 -0.5983 0.9583
H 1.8170 -0.5545 -0.8880
H -0.8466 1.3664 -1.4098
H 0.5498 1.1939 1.4383
```

Output
Kohn-Sham gap (alpha / beta) ... 0.2077 / 0.2819 Eh
ΔE to the lowest compared entry with this formula, charge and spin ... 271.3 kJ/mol
⟨S²⟩ ... 2.008
LUMO (alpha / beta) ... 0.810 / -2.336 eV
Highest occupied orbital energy (alpha / beta) ... -0.1780 / -0.3678 Ha
2S+1 ... 3



C2NO2 | ωB97M-V/def2-TZVPD

XYZ file:
```
5
C2NO2 (ωB97M-V/def2-TZVPD)
C -0.1355 -0.9288 0.8712
C -0.0113 0.0250 -0.1118
N -0.2329 -1.7080 1.7093
O 0.1367 0.8960 -0.8155
O 0.2430 1.7158 -1.6533
```

Output
Kohn-Sham gap ... 0.3663 Eh
ΔE to the lowest compared entry with this formula, charge and spin ... 229.2 kJ/mol
Charge ... +1
LUMO ... -8.595 eV
Highest occupied orbital energy ... -0.6821 Ha



C22H47NO11P2 | ωB97M-V/def2-TZVPD

XYZ file:
```
83
C22H47NO11P2 (ωB97M-V/def2-TZVPD)
C -0.4458 -5.7462 1.5843
C -0.4437 -4.2457 1.8847
O -1.2858 -3.4706 1.0182
C -0.7812 -3.2256 -0.2219
O -0.8863 -4.0288 -1.1006
C -0.1408 -1.8827 -0.4804
C 1.3301 -1.9821 -0.9062
C 2.2728 -2.1221 0.3092
C 3.3784 -3.1853 0.2044
C 3.8823 -3.6604 -1.1625
C 2.9875 -4.8690 -1.3809
N 3.1513 -5.5709 -0.0767
C 3.1485 -4.5414 0.8846
O 3.0334 -4.7446 2.0681
H 0.5542 -6.1465 1.7548
H -0.7634 -5.9680 0.5695
H -1.1043 -6.2624 2.2805
H -0.8295 -4.0938 2.8898
H 0.5848 -3.8888 1.9004
H -0.2054 -1.2510 0.4062
H -0.7073 -1.3788 -1.2638
H 1.4682 -2.7541 -1.6531
H 1.5525 -1.0231 -1.3770
H 2.7365 -1.1555 0.4923
H 1.6749 -2.3399 1.1937
H 4.2208 -2.7809 0.7719
H 3.9978 -2.9672 -1.9877
H 4.8403 -4.1198 -0.9032
H 3.1537 -5.4543 -2.2815
H 1.9251 -4.6110 -1.3916
H 2.3592 -6.1952 0.0205
C 3.0999 5.5281 -0.7342
C 2.9074 4.8464 -2.0736
O 2.9488 3.4246 -1.9785
P 1.6411 2.5634 -1.5506
O 0.4753 3.2457 -2.1450
O 1.7864 1.2436 -2.4924
C 0.7812 0.8870 -3.4420
C 1.0888 1.4580 -4.8106
O 2.2374 1.7354 -0.3335
C 3.2922 2.1384 0.5443
C 2.7810 2.8842 1.7623
H 2.2824 5.2837 -0.0525
H 3.1242 6.6108 -0.8591
H 4.0340 5.2162 -0.2647
H 1.9778 5.1802 -2.5370
H 3.7179 5.1261 -2.7476
H -0.2048 1.1973 -3.0995
H 0.7757 -0.2043 -3.4899
H 1.2816 2.5290 -4.7551
H 0.2581 1.2838 -5.4958
H 1.9833 0.9902 -5.2241
H 4.0615 2.6955 0.0142
H 3.7600 1.2069 0.8659
H 2.1025 3.6884 1.4768
H 3.6121 3.3038 2.3291
H 2.2258 2.2115 2.4162
C -3.4482 4.1094 2.2185
C -3.6245 2.7833 2.9313
O -4.3819 1.8431 2.1784
P -3.6998 0.9172 1.0144
O -2.3243 0.6774 1.4977
O -4.4551 -0.4912 1.2002
C -3.6557 -1.6458 1.4951
C -3.5576 -1.8919 2.9845
O -4.6493 1.3404 -0.1826
C -5.3108 2.5926 -0.3714
C -4.4736 3.5766 -1.1673
H -2.8715 3.9835 1.3002
H -2.9176 4.8161 2.8574
H -4.4122 4.5455 1.9528
H -2.6513 2.3722 3.2037
H -4.1765 2.9382 3.8598
H -2.6756 -1.5436 1.0457
H -4.1389 -2.4968 1.0139
H -3.2513 -0.9901 3.5147
H -2.8415 -2.6867 3.1924
H -4.5292 -2.1852 3.3851
H -5.6510 3.0103 0.5725
H -6.2108 2.3505 -0.9376
H -3.4656 3.6593 -0.7613
H -4.9397 4.5619 -1.1657
H -4.3770 3.2458 -2.2015
```

Output
Kohn-Sham gap ... 0.3718 Eh
SMILES ... CCOC(=O)CCC[C@@H]1CCNC1=O.CCOP(=O)(OCC)OCC.CCOP(=O)(OCC)OCC
ΔE to the lowest compared entry with this formula, charge and spin ... 0.0 kJ/mol
LUMO ... 0.543 eV
Highest occupied orbital energy ... -0.3519 Ha



C10H30BF4O10 | ωB97M-V/def2-TZVPD

XYZ file:
```
55
C10H30BF4O10 (ωB97M-V/def2-TZVPD)
B -0.2820 0.9872 0.6550
F -0.5936 1.1552 1.9883
F -0.2670 -0.2760 0.3676
F -1.2096 1.7315 -0.0489
F 0.9670 1.5841 0.4142
C 2.4522 4.3340 -2.7025
C 1.4865 3.1636 -2.1972
O 2.2824 2.0647 -1.8773
O 2.9676 3.9976 -3.9439
H 3.3392 4.5746 -2.1165
H 1.7500 5.1585 -2.8255
H 0.7194 2.8328 -2.8973
H 1.1360 3.4580 -1.2080
H 2.0267 1.8406 -0.9795
H 3.4747 3.2115 -3.7284
C -3.9718 0.0694 -0.7796
C -5.2729 0.4389 -1.4102
O -6.2091 -0.4389 -0.9832
O -4.0248 0.3999 0.6304
H -3.2436 0.7095 -1.2776
H -3.6078 -0.9416 -0.9624
H -5.2494 0.5178 -2.4971
H -5.5357 1.4679 -1.1649
H -5.9103 -0.6458 -0.0947
H -3.1420 0.7219 0.8269
C 1.7798 -3.7736 2.7119
C 1.4822 -2.8491 1.5024
O 0.0746 -2.4790 1.5186
O 1.3294 -3.3019 3.9955
H 2.8515 -3.9585 2.7846
H 1.2488 -4.6828 2.4296
H 1.6553 -3.3258 0.5376
H 2.0615 -1.9309 1.5997
H -0.0775 -1.8602 0.8006
H 2.0403 -2.8658 4.4710
C 0.3086 0.0516 4.5878
C 1.6854 0.6324 4.3364
O 2.0313 1.6427 5.2481
O -0.1337 -0.6414 3.4411
H -0.3941 0.8441 4.8452
H 0.3272 -0.6027 5.4594
H 1.7803 1.1255 3.3690
H 2.5296 -0.0336 4.1577
H 2.2218 1.1149 6.0270
H -0.1945 0.0489 2.7767
C -0.4101 -1.0964 -3.0599
C 0.7246 -1.9224 -3.7089
O 0.6832 -1.6086 -5.0775
O -1.5840 -1.3634 -3.7832
H -0.0402 -0.0838 -3.2208
H -0.5695 -1.3622 -2.0149
H 0.5513 -2.9962 -3.6370
H 1.6418 -1.7051 -3.1616
H 1.5678 -1.6285 -5.4501
H -1.2546 -1.5051 -4.6737
```

Output
Kohn-Sham gap (alpha / beta) ... 0.3245 / 0.1178 Eh
⟨S²⟩ ... 0.756
LUMO (alpha / beta) ... -0.382 / -6.005 eV
Highest occupied orbital energy (alpha / beta) ... -0.3385 / -0.3385 Ha
2S+1 ... 2



C23H53Br3Cl3CsF6MgN5O5P3S2 | ωB97M-V/def2-TZVPD

XYZ file:
```
105
C23H53Br3Cl3CsF6MgN5O5P3S2 (ωB97M-V/def2-TZVPD)
C -0.8908 -0.8210 -1.9609
C 0.0175 -1.6815 -2.8490
N 1.2112 -2.1369 -2.1059
C 1.1600 -3.5709 -1.7627
C 0.8425 -3.7120 -0.2684
C 2.3758 -1.7881 -2.8329
S 3.0254 -2.5909 -4.0743
S 3.1271 -0.3041 -2.2699
C 2.6769 -0.2691 -0.4958
C 3.1464 1.0938 0.0479
C 2.0801 1.8208 0.8889
C 2.0922 1.6251 2.4000
P 3.7796 1.5077 3.2910
N 4.1603 3.0515 3.8957
O 3.6008 0.5651 4.6072
C 1.4509 2.9660 2.9109
N 0.6801 2.6777 4.0998
C 0.5099 1.2997 4.0758
N -0.1998 0.8325 5.0475
N 1.1707 0.7086 3.0752
P 0.9961 -0.9665 2.5559
C 2.2598 -1.9600 3.4390
C -0.5896 -1.6173 3.2404
C -0.7990 -3.0912 2.9121
H -0.5398 0.2127 -2.0195
H -1.9087 -0.8340 -2.3488
H -0.8515 -1.1653 -0.9246
H -0.5283 -2.4893 -3.3305
H 0.3472 -1.0355 -3.6571
H 0.3735 -4.0968 -2.2986
H 2.1163 -4.0473 -1.9275
H 0.4372 -4.7020 -0.0666
H 0.1573 -2.9466 0.0776
H 1.7509 -3.6313 0.3269
H 1.6103 -0.3977 -0.3861
H 3.1998 -1.1039 -0.0433
H 3.3623 1.7438 -0.7964
H 4.0730 0.9468 0.5956
H 2.2899 2.8788 0.7378
H 1.0819 1.6690 0.4825
H 5.0284 2.9167 4.4139
H 3.4847 3.2804 4.6343
H 2.9433 0.9619 5.2150
H 0.6811 3.1425 2.1496
H 2.0323 3.8759 2.8619
H 1.1619 2.9451 4.9562
H 0.1623 0.0197 5.6924
H -1.1052 1.2370 5.2185
H 2.0785 -3.0140 3.2561
H 2.1662 -1.7931 4.5111
H 3.2582 -1.7305 3.0860
H -1.4119 -0.9725 2.9457
H -0.5165 -1.5332 4.3227
H -1.2524 -3.2141 1.9352
H -1.5018 -3.4902 3.6385
H 0.1000 -3.6892 2.9997
C -4.8718 3.2111 5.5338
C -3.6911 3.4484 6.4561
O -2.5431 2.7090 6.0383
H -5.1220 2.1504 5.5022
H -5.7476 3.7684 5.8677
H -4.6333 3.5194 4.5131
H -3.9213 3.1226 7.4682
H -3.4351 4.5116 6.4883
H -2.3132 2.9937 5.1470
Cl 1.0522 0.8661 7.0268
C -5.1638 -0.6960 -3.5475
Br -6.0668 -0.2178 -1.9150
Br -4.1185 0.7768 -4.2284
Br -4.1028 -2.2796 -3.3554
H -5.9250 -0.9173 -4.2818
Mg -1.7850 0.3935 -0.0047
C 4.5424 1.9122 7.7186
O 4.5003 2.9496 6.9074
H 3.5177 1.4668 7.9081
H 5.0922 1.0172 7.3480
H 4.9121 2.0776 8.7529
C -1.4986 -1.2329 -6.4794
Cl -1.7504 -1.3378 -8.2289
Cl -0.7201 -2.6854 -5.8341
H -0.8711 -0.3764 -6.2715
H -2.4620 -1.1192 -5.9967
F -6.2829 -3.7477 -5.1086
P -5.7481 -5.0521 -5.9508
F -5.0257 -6.3765 -5.2784
F -6.1206 -6.0809 -7.2197
F -5.7303 -4.0688 -7.2703
F -7.1409 -5.6581 -5.2997
F -4.2419 -4.4804 -5.6343
Cs -6.8698 -7.5099 -8.6316
C 0.6579 3.7984 -6.5158
C 1.7446 3.0025 -5.7947
C 0.9179 2.0442 -4.9506
O -0.2894 1.7976 -5.6803
C -0.3982 2.7305 -6.7639
H 0.9978 4.2762 -7.4327
H 0.2622 4.5721 -5.8541
H 2.3416 2.4455 -6.5195
H 2.4185 3.6156 -5.1995
H 0.6483 2.4918 -3.9873
H 1.4290 1.0982 -4.7615
H -0.2093 2.1937 -7.6994
H -1.4111 3.1327 -6.7951
O 6.6192 0.7256 2.4406
H 6.1021 1.0067 3.1945
```

Output
Kohn-Sham gap ... 0.0893 Eh
LUMO ... -4.106 eV
Highest occupied orbital energy ... -0.2402 Ha



C16H16BIrN8 | ωB97M-V/def2-TZVPD

XYZ file:
```
42
C16H16BIrN8 (ωB97M-V/def2-TZVPD)
Ir 0.0303 0.0025 0.2391
C -1.7353 -3.2060 -2.1584
C -1.4190 -2.6816 -0.9126
N -0.7680 -1.5221 -1.0518
N -0.6624 -1.2784 -2.3847
C -1.2435 -2.2881 -3.0595
B -0.0414 0.0090 -2.9477
N -0.7259 1.2577 -2.3760
C -1.3470 2.2529 -3.0364
C -1.8730 3.1384 -2.1227
C -1.5368 2.6103 -0.8837
N -0.8418 1.4780 -1.0395
N 1.4771 0.0530 -2.4776
C 2.5468 0.1067 -3.1942
C 3.6822 0.1480 -2.2936
C 3.1029 0.1092 -0.9897
N 1.8088 0.0523 -1.0945
H -2.2642 -4.1177 -2.3748
H -1.6500 -3.0817 0.0624
H -1.2938 -2.2905 -4.1369
H -0.0648 0.0129 -4.1356
H -1.3967 2.2707 -4.1137
H -2.4329 4.0346 -2.3259
H -1.7735 2.9941 0.0958
H 2.5259 0.1202 -4.2754
H 4.7291 0.2019 -2.5587
H 3.6017 0.1284 -0.0336
N -0.0244 0.6625 4.5022
C -0.0608 1.0383 3.2417
N 0.1311 0.0006 2.3879
C 0.2957 -1.0960 3.1689
C 0.5187 -2.4655 2.7990
C 0.6426 -3.3814 3.8036
C 0.5503 -2.9790 5.1530
C 0.3259 -1.6135 5.5402
C 0.2017 -0.7143 4.5295
H -0.1510 1.2732 5.3027
H -0.2311 2.0582 2.9277
H 0.5838 -2.7523 1.7558
H 0.8106 -4.4241 3.5714
H 0.6501 -3.7217 5.9363
H 0.2608 -1.3378 6.5859
```

Output
Kohn-Sham gap (alpha / beta) ... 0.2922 / 0.1581 Eh
Charge ... +3
⟨S²⟩ ... 8.783
LUMO (alpha / beta) ... -9.787 / -13.351 eV
Highest occupied orbital energy (alpha / beta) ... -0.6518 / -0.6488 Ha
2S+1 ... 6



C3H4N3 | ωB97M-V/def2-TZVPD

XYZ file:
```
10
C3H4N3 (ωB97M-V/def2-TZVPD)
C 1.5573 0.9494 -0.1681
C 1.0655 -0.3109 -0.0176
C -0.3523 -0.5364 0.0098
N 3.4346 0.7209 -0.0136
N 2.1684 -1.1660 0.3543
N 3.1282 -0.3948 0.1351
H 1.1578 1.9420 -0.2215
H -0.7484 0.1988 -0.5883
H -0.7360 -0.4004 0.9767
H -0.6715 -1.6124 -0.3781
```

Output
Kohn-Sham gap (alpha / beta) ... 0.2613 / 0.2779 Eh
ΔE to the lowest compared entry with this formula, charge and spin ... 530.3 kJ/mol
Charge ... +1
LUMO (alpha / beta) ... -9.323 / -9.011 eV
Highest occupied orbital energy (alpha / beta) ... -0.6040 / -0.6091 Ha



C4H12N2Si | ωB97M-V/def2-TZVPD

XYZ file:
```
19
C4H12N2Si (ωB97M-V/def2-TZVPD)
C -1.6504 -1.4010 -2.3420
C 1.6431 1.5005 -0.1688
C 1.2433 -1.1584 1.5014
C -1.0914 1.1144 1.5254
N -1.5043 -0.6170 -1.1822
N -0.1669 -0.3060 -0.8835
Si 0.3581 0.2998 0.5907
H -2.5155 -1.9884 -2.3215
H -0.7390 -1.9929 -2.5445
H -1.5931 -0.6184 -3.1061
H 2.3639 1.1286 -1.0053
H 1.2277 2.3838 -0.5382
H 2.3125 1.9272 0.7242
H 1.2794 -1.8984 0.7147
H 2.2465 -0.8530 1.7029
H 0.7365 -1.5705 2.2836
H -1.4064 0.6210 2.3955
H -0.8308 2.1524 1.9007
H -1.9133 1.2761 0.7530
```

Output
Kohn-Sham gap (alpha / beta) ... 0.3180 / 0.3028 Eh
ΔE to the lowest compared entry with this formula, charge and spin ... 0.0 kJ/mol
⟨S²⟩ ... 2.009
LUMO (alpha / beta) ... 0.981 / -1.351 eV
Highest occupied orbital energy (alpha / beta) ... -0.2819 / -0.3524 Ha
2S+1 ... 3